ORCA calculation (ωB97M-V/def2-TZVPD) on a 2-piece molecular cluster, C12H20BClF2N3O7 overall.

Values from the calculation:
HOMO energy = -5.409 eV
charge = -1

The geometry in XYZ format:
```
46
C12H20BClF2N3O7, DFT ωB97M-V/def2-TZVPD
C 1.90 -3.42 1.40
C 1.44 -1.90 0.99
C 0.35 -2.00 -0.18
Cl -1.08 -2.97 0.53
C -0.25 -0.60 -0.67
O -1.12 0.15 0.19
B -1.24 1.43 -0.58
C -2.26 2.56 0.02
C -3.78 2.05 -0.28
O -4.77 2.81 0.00
N -3.92 0.71 -0.88
C -4.58 0.74 -2.22
C -4.54 -0.28 0.04
O 0.22 1.79 -0.72
C 0.72 0.54 -1.28
N 2.21 0.45 -1.10
C 2.72 1.82 -1.45
O 2.70 2.13 -2.66
F 3.23 2.69 -0.43
C 2.80 -0.54 -2.01
O 4.01 -0.79 -1.90
F 2.07 -1.24 -3.02
H 3.05 -3.49 1.32
H 1.56 -3.69 2.47
H 1.48 -4.15 0.62
H 2.41 -1.37 0.70
H 1.03 -1.38 1.92
H 0.78 -2.62 -1.04
H -0.98 -0.94 -1.50
H -1.49 1.13 -1.73
H -2.21 2.62 1.18
H -2.09 3.62 -0.41
H -3.93 1.42 -2.89
H -5.66 1.13 -2.20
H -4.48 -0.31 -2.67
H -5.69 -0.30 0.02
H -4.19 -0.03 1.12
H -4.06 -1.30 -0.20
H 0.51 0.63 -2.41
C 4.28 0.92 3.10
N 3.35 -0.23 3.16
O 2.20 0.00 3.48
O 3.81 -1.33 2.89
H 3.74 1.83 3.36
H 5.09 0.73 3.81
H 4.66 0.98 2.08
```



ORCA calculation (ωB97M-V/def2-TZVPD) on C37H46BrNO2PPtS2 as an isolated structure.

Values from the calculation:
HOMO energy (alpha / beta) = -11.935 / -11.922 eV
<S²> = 0.7662
charge = +2
energy relative to the best compared isomer or geometry (same formula, charge and spin) = 1.932 eV
spin multiplicity = 2

The geometry in XYZ format:
```
91
C37H46BrNO2PPtS2, DFT ωB97M-V/def2-TZVPD
Pt -0.24 -0.24 -0.17
N 0.03 -1.90 1.01
C 0.82 -1.86 2.22
C 0.25 -2.35 3.38
C 0.98 -2.35 4.56
C 2.28 -1.87 4.58
C 2.84 -1.36 3.42
C 2.11 -1.34 2.22
P 2.91 -0.57 0.80
C 3.79 0.89 1.33
C 3.17 2.14 1.32
C 3.86 3.25 1.79
C 5.15 3.11 2.27
C 5.77 1.87 2.27
C 5.09 0.75 1.81
C 4.02 -1.74 0.05
C 3.81 -3.11 0.26
C 4.61 -4.03 -0.40
C 5.61 -3.59 -1.26
C 5.82 -2.23 -1.46
C 5.03 -1.30 -0.81
H -0.93 -2.19 1.22
H 0.40 -2.58 0.34
H -0.76 -2.73 3.36
H 0.52 -2.74 5.46
H 2.85 -1.89 5.49
H 3.84 -0.96 3.45
H 2.16 2.26 0.94
H 3.38 4.22 1.77
H 5.69 3.98 2.63
H 6.79 1.76 2.63
H 5.59 -0.21 1.79
H 3.05 -3.45 0.95
H 4.46 -5.09 -0.24
H 6.23 -4.31 -1.78
H 6.61 -1.89 -2.12
H 5.20 -0.24 -0.96
C -7.44 0.45 -3.33
C -6.54 1.57 -2.76
C -6.11 2.47 -3.91
C -7.34 2.40 -1.75
C -5.36 0.94 -2.05
C -4.04 1.23 -2.39
C -3.02 0.63 -1.70
Br -1.22 1.00 -2.22
C -3.22 -0.30 -0.65
O -2.22 -0.88 -0.05
C -4.58 -0.59 -0.28
C -5.57 0.04 -0.99
C -4.88 -1.54 0.88
C -4.36 -2.95 0.56
C -4.23 -1.01 2.18
C -6.38 -1.65 1.13
H -8.28 0.90 -3.86
H -7.85 -0.18 -2.54
H -6.89 -0.18 -4.02
H -7.00 2.88 -4.40
H -5.55 1.93 -4.67
H -5.51 3.32 -3.57
H -8.20 2.85 -2.25
H -6.73 3.20 -1.33
H -7.72 1.79 -0.93
H -3.81 1.92 -3.19
H -6.60 -0.17 -0.72
H -3.30 -2.96 0.33
H -4.89 -3.37 -0.30
H -4.54 -3.61 1.41
H -3.15 -0.93 2.09
H -4.47 -1.69 3.00
H -4.63 -0.03 2.43
H -6.92 -2.06 0.27
H -6.82 -0.69 1.40
H -6.55 -2.33 1.97
S 2.29 0.62 -1.77
C 1.65 -0.03 -0.43
C -1.17 5.05 2.90
C -1.86 3.79 2.40
S -0.66 2.59 1.78
O -1.49 1.52 1.11
C -0.09 1.87 3.34
C -1.16 1.11 4.10
H -1.91 5.78 3.22
H -0.56 5.51 2.12
H -0.53 4.85 3.76
H -2.49 3.99 1.53
H -2.47 3.32 3.16
H 0.36 2.69 3.91
H 0.73 1.21 3.03
H -1.81 1.78 4.67
H -0.69 0.43 4.81
H -1.78 0.53 3.42
```



Question: Look up the charge of the second one.
Answer: +2



Copy entry 1 word for word.
ORCA calculation (ωB97M-V/def2-TZVPD) on a 2-piece molecular cluster, C12H20BClF2N3O7 overall.

Values from the calculation:
HOMO energy = -5.409 eV
charge = -1

The geometry in XYZ format:
```
46
C12H20BClF2N3O7, DFT ωB97M-V/def2-TZVPD
C 1.90 -3.42 1.40
C 1.44 -1.90 0.99
C 0.35 -2.00 -0.18
Cl -1.08 -2.97 0.53
C -0.25 -0.60 -0.67
O -1.12 0.15 0.19
B -1.24 1.43 -0.58
C -2.26 2.56 0.02
C -3.78 2.05 -0.28
O -4.77 2.81 0.00
N -3.92 0.71 -0.88
C -4.58 0.74 -2.22
C -4.54 -0.28 0.04
O 0.22 1.79 -0.72
C 0.72 0.54 -1.28
N 2.21 0.45 -1.10
C 2.72 1.82 -1.45
O 2.70 2.13 -2.66
F 3.23 2.69 -0.43
C 2.80 -0.54 -2.01
O 4.01 -0.79 -1.90
F 2.07 -1.24 -3.02
H 3.05 -3.49 1.32
H 1.56 -3.69 2.47
H 1.48 -4.15 0.62
H 2.41 -1.37 0.70
H 1.03 -1.38 1.92
H 0.78 -2.62 -1.04
H -0.98 -0.94 -1.50
H -1.49 1.13 -1.73
H -2.21 2.62 1.18
H -2.09 3.62 -0.41
H -3.93 1.42 -2.89
H -5.66 1.13 -2.20
H -4.48 -0.31 -2.67
H -5.69 -0.30 0.02
H -4.19 -0.03 1.12
H -4.06 -1.30 -0.20
H 0.51 0.63 -2.41
C 4.28 0.92 3.10
N 3.35 -0.23 3.16
O 2.20 0.00 3.48
O 3.81 -1.33 2.89
H 3.74 1.83 3.36
H 5.09 0.73 3.81
H 4.66 0.98 2.08
```